#i
DFT (ωB97M-V with the def2-TZVPD basis set) results for 2 unconnected molecules or ions with the total composition C3H11N2O.

Last column: Mulliken charge in e.
Atoms and positions in Å:
C  -0.14  -0.34  -1.31  -0.944
C  -1.47  -0.26  0.77  -0.894
C  1.01  -0.22  0.69  -0.468
N  -0.21  1.66  -0.10  -0.760
N  -0.20  0.19  0.03  0.606
O  2.10  -0.20  -0.15  -0.444
H  0.70  -0.03  -1.78  0.440
H  -0.02  -1.46  -1.36  0.355
H  -1.05  -0.05  -1.83  0.398
H  -2.39  -0.05  0.14  0.295
H  -1.32  -1.36  0.64  0.445
H  -1.41  -0.09  1.84  0.344
H  1.13  0.24  1.63  0.520
H  0.54  -1.75  1.69  0.208
H  0.63  2.04  -0.35  0.246
H  -0.90  2.09  -0.77  0.293
H  3.00  -0.42  0.20  0.358

LUMO energy   -4.404 eV
HOMO energy   -14.2756 eV
Total charge   +1
Multiplicity   1

#ii
DFT (ωB97M-V with the def2-TZVPD basis set) results for 2 unconnected molecules or ions with the total composition C3H11N2O.

Last column: Mulliken charge in e.
Atoms and positions in Å:
C  -2.37  0.32  -0.40  -1.235
C  -0.89  0.52  -0.42  0.872
C  -0.08  -0.50  -0.66  -0.820
N  1.36  -0.22  -0.53  -0.212
N  -0.37  1.81  -0.13  -0.589
H  -2.66  0.33  0.66  0.299
H  -2.75  -0.65  -0.73  0.365
H  -2.96  1.08  -0.91  0.340
H  -0.37  -1.50  -0.91  0.419
H  1.84  -0.27  -1.44  0.371
H  1.88  -0.83  0.14  0.276
H  1.48  0.77  -0.30  0.416
H  -0.63  2.48  -0.83  0.266
H  -0.74  2.13  0.77  0.262
H  2.58  -1.28  2.45  0.330
H  2.18  -2.55  1.67  0.338
O  2.49  -1.65  1.56  -0.698

LUMO energy   -3.041 eV
HOMO energy   -14.2681 eV
Total charge   +1
Multiplicity   1

Bottom line: #ii, by a margin of 5.665 eV.

#i
DFT (ωB97M-V with the def2-TZVPD basis set) results for 2 unconnected molecules or ions with the total composition C4H9NO2.

Last column: Mulliken charge in e.
Atoms and positions in Å:
C  0.46  -1.64  -1.11  -0.949
C  0.85  -0.28  -1.69  -0.395
N  0.80  0.77  -0.68  -0.505
C  1.50  0.98  0.29  0.770
O  2.11  1.29  1.25  -0.457
H  -0.56  -1.61  -0.72  0.272
H  0.53  -2.41  -1.89  0.338
H  1.13  -1.92  -0.30  0.302
H  1.85  -0.31  -2.12  0.363
H  0.15  0.01  -2.48  0.262
C  -1.51  0.85  1.93  -0.546
O  -1.87  0.61  0.58  -0.507
H  -1.70  1.89  2.24  0.238
H  -2.12  0.19  2.55  0.253
H  -0.46  0.61  2.13  0.204
H  -1.16  0.97  0.03  0.358

LUMO energy   0.662 eV
HOMO energy   -10.1057 eV
Multiplicity   1
Structure (SMILES)   CCN=C=O.CO

#ii
DFT (ωB97M-V with the def2-TZVPD basis set) results for C4H9NO2 in the gas phase.

Last column: Mulliken charge in e.
Atoms and positions in Å:
C  2.28  0.95  -0.11  -1.033
C  1.06  1.01  0.80  -0.363
N  -0.13  0.61  0.06  -0.174
C  -0.35  -0.71  -0.20  0.655
O  0.24  -1.64  0.30  -0.591
O  -1.39  -0.86  -1.08  -0.379
C  -2.52  -1.35  -0.36  -0.707
H  2.13  1.60  -0.98  0.287
H  3.20  1.25  0.40  0.345
H  2.39  -0.08  -0.47  0.301
H  1.16  0.32  1.64  0.276
H  0.90  2.01  1.22  0.306
H  -0.50  1.24  -0.64  0.242
H  -3.36  -1.37  -1.06  0.230
H  -2.36  -2.35  0.05  0.280
H  -2.73  -0.63  0.44  0.326

LUMO energy   0.933 eV
HOMO energy   -9.9852 eV
Multiplicity   1
Structure (SMILES)   CCNC(=O)OC

Bottom line: #ii, by a margin of 0.674 eV.

#i
DFT (ωB97M-V with the def2-TZVPD basis set) results for C4H9NO2 in the gas phase.

Last column: Mulliken charge in e.
Atoms and positions in Å:
C  -1.64  -0.07  -2.31  -0.895
N  -0.57  0.10  -1.33  -0.265
C  -0.60  -0.29  -0.03  0.465
O  -1.63  -0.48  0.58  -0.628
C  0.79  -0.43  0.59  -0.326
C  0.90  0.15  1.98  -0.424
O  2.24  0.68  2.13  -0.519
H  -1.61  -1.09  -2.65  0.297
H  -2.58  0.30  -1.91  0.304
H  -1.36  0.60  -3.13  0.333
H  0.30  0.08  -1.84  0.273
H  1.51  0.04  -0.08  0.247
H  1.07  -1.47  0.54  0.272
H  0.73  -0.56  2.79  0.236
H  0.23  1.01  2.04  0.344
H  2.20  1.45  2.64  0.287

LUMO energy   0.845 eV
HOMO energy   -9.6732 eV
Multiplicity   1
Structure (SMILES)   CNC(=O)CCO

#ii
DFT (ωB97M-V with the def2-TZVPD basis set) results for C4H9NO2 in the gas phase.

Last column: Mulliken charge in e.
Atoms and positions in Å:
C  1.47  -0.67  -1.45  -1.044
C  1.46  0.76  -0.90  -0.440
N  0.14  1.10  -0.39  -0.242
C  -0.33  0.27  0.59  0.665
O  0.35  -0.27  1.44  -0.596
O  -1.66  0.12  0.48  -0.368
C  -2.27  -0.33  1.68  -0.618
H  0.62  -0.84  -2.13  0.286
H  2.40  -0.88  -1.99  0.357
H  1.38  -1.40  -0.63  0.309
H  2.16  0.84  -0.06  0.245
H  1.74  1.51  -1.64  0.379
H  -0.56  1.38  -1.07  0.268
H  -3.34  -0.33  1.49  0.225
H  -1.92  -1.33  1.96  0.279
H  -2.02  0.37  2.48  0.296

LUMO energy   0.931 eV
HOMO energy   -9.8828 eV
Multiplicity   1
Structure (SMILES)   CCNC(=O)OC

#iii
DFT (ωB97M-V with the def2-TZVPD basis set) results for 2 unconnected molecules or ions with the total composition C4H9NO2.

Last column: Mulliken charge in e.
Atoms and positions in Å:
N  2.26  0.15  1.17  -0.385
C  1.09  -0.37  0.74  0.982
O  0.08  -0.27  1.50  -0.590
C  0.91  -0.98  -0.53  -1.330
C  -1.30  -0.55  0.09  -0.603
C  -1.48  0.64  -0.81  -0.204
O  -0.88  1.79  -0.24  -0.497
H  2.27  0.64  2.05  0.223
H  3.14  -0.12  0.76  0.219
H  1.64  -0.78  -1.31  0.316
H  0.66  -2.04  -0.47  0.270
H  -1.47  -1.49  -0.42  0.341
H  -1.90  -0.48  0.99  0.326
H  -1.06  0.42  -1.80  0.314
H  -2.57  0.80  -0.90  0.309
H  -0.99  2.51  -0.87  0.308

LUMO energy (spin up / spin down)   0.507 / 0.506 eV
HOMO energy (spin up / spin down)   -7.2920 / -7.2913 eV
Multiplicity   1

#iv
DFT (ωB97M-V with the def2-TZVPD basis set) results for C4H9NO2 in the gas phase.

Last column: Mulliken charge in e.
Atoms and positions in Å:
C  -0.97  -1.79  -0.49  -0.633
O  -1.26  -0.83  0.49  -0.370
C  -0.13  -0.24  1.06  -0.474
C  0.55  0.87  0.24  0.496
C  -0.35  1.88  -0.36  -1.140
N  1.80  1.15  0.35  -0.450
O  2.51  -0.05  0.37  -0.339
H  -1.92  -2.23  -0.79  0.252
H  -0.49  -1.34  -1.38  0.282
H  -0.31  -2.58  -0.10  0.298
H  0.58  -0.99  1.44  0.470
H  -0.51  0.32  1.92  0.270
H  -0.69  2.55  0.42  0.262
H  -1.21  1.38  -0.81  0.308
H  0.18  2.45  -1.13  0.360
H  1.86  -0.52  -0.19  0.408

LUMO energy   0.509 eV
HOMO energy   -9.1144 eV
Multiplicity   1
Structure (SMILES)   COC/C(C)=N\O

Bottom line: #ii, by a margin of 0.643 eV.

#i
DFT (ωB97M-V with the def2-TZVPD basis set) results for a molecular structure, C4H9NO2.

Last column: Mulliken charge in e.
Atoms and positions in Å:
C  0.42  0.41  -0.85  0.472
C  -1.17  -0.05  -0.99  -0.888
C  0.95  -0.47  0.20  0.307
N  -1.97  0.28  0.15  -0.562
C  0.76  -1.67  0.69  -0.871
O  0.50  1.73  -0.51  -0.792
O  1.56  0.68  1.36  -0.722
H  0.77  1.66  0.70  0.533
H  2.26  1.19  0.93  0.335
H  0.89  0.20  -1.82  0.321
H  -1.76  -0.33  0.94  0.282
H  -1.81  1.24  0.43  0.264
H  -1.49  0.55  -1.84  0.350
H  -1.25  -1.11  -1.22  0.401
H  -0.03  -2.31  0.32  0.282
H  1.37  -2.02  1.51  0.286

LUMO energy   0.391 eV
HOMO energy   -8.7348 eV
Multiplicity   1

#ii
DFT (ωB97M-V with the def2-TZVPD basis set) results for C4H9NO2 in the gas phase.

Last column: Mulliken charge in e.
Atoms and positions in Å:
N  1.51  0.46  1.26  -0.325
C  1.19  -0.85  1.09  0.402
O  1.43  -1.71  1.92  -0.639
C  0.46  -1.17  -0.21  -0.604
C  -0.98  -0.63  -0.24  -0.514
C  -1.16  0.81  -0.76  -0.425
O  0.10  1.44  -0.99  -0.566
H  1.92  0.74  2.14  0.210
H  1.21  1.16  0.59  0.234
H  1.03  -0.79  -1.07  0.351
H  0.44  -2.26  -0.26  0.303
H  -1.58  -1.29  -0.87  0.350
H  -1.40  -0.71  0.76  0.309
H  -1.72  0.79  -1.70  0.343
H  -1.74  1.40  -0.04  0.283
H  -0.06  2.29  -1.41  0.287

LUMO energy   0.489 eV
HOMO energy   -9.3619 eV
Multiplicity   1
Structure (SMILES)   NC(=O)CCCO

Bottom line: #ii, by a margin of 3.836 eV.

#i
DFT (ωB97M-V with the def2-TZVPD basis set) results for 2 unconnected molecules or ions with the total composition Cl2O3S2.

Last column: Mulliken charge in e.
Atoms and positions in Å:
O  -2.59  -0.26  -0.15  -0.361
O  -0.70  -0.37  1.38  -0.359
O  2.47  2.64  -0.77  -0.340
S  -1.74  -1.06  0.67  0.794
S  2.78  1.25  -0.81  0.454
Cl  -0.57  -2.19  -0.76  -0.129
Cl  1.50  0.51  0.65  -0.059

LUMO energy (spin up / spin down)   -1.460 / -4.155 eV
HOMO energy (spin up / spin down)   -10.9291 / -9.2441 eV
Multiplicity   1

#ii
DFT (ωB97M-V with the def2-TZVPD basis set) results for 2 unconnected molecules or ions with the total composition Cl2O3S2.

Last column: Mulliken charge in e.
Atoms and positions in Å:
O  -1.55  1.60  -1.56  -0.348
O  0.70  1.57  -0.47  -0.366
O  1.99  -3.28  0.38  -0.314
S  -0.67  2.23  -0.55  0.788
S  0.66  -2.85  0.45  0.411
Cl  -1.66  1.50  1.37  -0.132
Cl  0.53  -0.76  0.39  -0.038

LUMO energy (spin up / spin down)   -1.487 / -4.692 eV
HOMO energy (spin up / spin down)   -11.1343 / -9.2173 eV
Multiplicity   1

Bottom line: #i, by a margin of 0.409 eV.

#i
DFT (ωB97M-V with the def2-TZVPD basis set) results for 2 unconnected molecules or ions with the total composition C3H6O2.

Last column: Mulliken charge in e.
Atoms and positions in Å:
C  0.67  -0.13  -1.46  -0.333
C  -0.35  -0.67  -0.59  0.349
C  -0.52  1.42  1.92  -0.754
O  -0.73  0.10  -1.64  -0.327
O  -0.53  -1.96  -0.34  -0.429
H  1.38  0.68  -1.29  0.197
H  1.23  -0.77  -2.26  0.210
H  -1.38  0.76  1.72  0.248
H  0.05  1.78  1.06  0.263
H  -0.05  1.23  2.90  0.263
H  0.23  -2.43  -0.03  0.314

LUMO energy (spin up / spin down)   0.342 / 0.246 eV
HOMO energy (spin up / spin down)   -8.8571 / -8.0102 eV
Multiplicity   1

#ii
DFT (ωB97M-V with the def2-TZVPD basis set) results for 2 unconnected molecules or ions with the total composition C3H6O2.

Last column: Mulliken charge in e.
Atoms and positions in Å:
O  -1.82  0.58  -1.06  -0.512
C  -1.04  0.77  -0.15  -0.216
C  -0.10  -0.24  0.33  0.324
C  1.17  -0.78  0.84  -0.198
O  0.42  -1.38  -0.23  -0.354
H  -1.03  1.65  0.51  0.314
H  -1.15  -0.31  0.98  0.129
H  1.08  -1.28  1.80  0.228
H  2.20  -0.49  0.59  0.237
H  -0.09  0.77  -1.95  0.036
H  0.62  0.80  -1.75  0.011

LUMO energy   0.710 eV
HOMO energy   -9.8765 eV
Multiplicity   1
Structure (SMILES)   O=C[C@@H]1CO1.[H][H]

#iii
DFT (ωB97M-V with the def2-TZVPD basis set) results for a molecular structure, C3H6O2.

Last column: Mulliken charge in e.
Atoms and positions in Å:
C  -0.11  -0.63  0.12  0.130
C  1.06  0.34  -0.01  -0.414
C  -0.92  0.61  0.33  -0.341
H  -0.07  -2.46  -0.59  0.384
H  0.06  -1.19  1.07  0.253
H  1.83  -0.10  0.65  0.226
H  1.55  0.50  -1.01  0.253
H  -1.46  0.51  1.29  0.233
H  -1.47  1.10  -0.61  0.221
O  -0.36  -1.44  -0.99  -0.573
O  0.29  1.40  0.56  -0.374

LUMO energy   0.438 eV
HOMO energy   -9.8368 eV
Multiplicity   1

Bottom line: #iii, by a margin of 2.111 eV.

#i
DFT (ωB97M-V with the def2-TZVPD basis set) results for a molecular structure, C3H6O2.

Last column: Mulliken charge in e.
Atoms and positions in Å:
O  -1.15  0.02  1.43  -0.512
C  -0.13  -0.35  0.56  -0.003
C  -0.34  -0.44  -0.94  -0.387
O  1.01  -0.03  -1.20  -0.386
C  1.04  0.58  0.11  -0.375
H  -1.72  0.64  0.96  0.304
H  0.24  -1.31  0.97  0.291
H  -0.58  -1.40  -1.38  0.269
H  -1.04  0.34  -1.27  0.247
H  1.83  0.27  0.76  0.282
H  0.84  1.68  0.01  0.271

LUMO energy   0.909 eV
HOMO energy   -10.0591 eV
Multiplicity   1

#ii
DFT (ωB97M-V with the def2-TZVPD basis set) results for 4 unconnected molecules or ions with the total composition C3H6O2.

Last column: Mulliken charge in e.
Atoms and positions in Å:
C  1.81  0.17  -0.04  -0.567
C  -0.52  0.31  0.00  0.660
C  -1.73  -0.43  -0.06  -0.731
H  2.26  0.55  1.09  0.220
H  2.51  -0.70  -0.33  0.226
H  1.78  1.03  -0.81  0.286
H  -2.56  0.19  -1.30  0.270
H  -1.15  -2.20  0.00  0.202
H  -2.46  0.05  1.47  0.236
O  0.60  -0.49  -0.01  -0.307
O  -0.55  1.53  -0.01  -0.495

LUMO energy   -0.888 eV
HOMO energy   -10.1281 eV
Multiplicity   1

Bottom line: #i, by a margin of 7.005 eV.

#i
DFT (ωB97M-V with the def2-TZVPD basis set) results for C3H6O2 in the gas phase.

Last column: Mulliken charge in e.
Atoms and positions in Å:
C  1.35  0.21  0.21  -1.032
C  -0.11  0.16  -0.18  0.456
O  -0.24  0.31  -1.51  -0.530
C  -1.20  -0.75  0.45  0.070
O  -2.07  -1.17  -0.26  -0.519
H  2.07  -0.38  -0.37  0.339
H  1.55  0.15  1.33  0.289
H  1.82  1.29  -0.10  0.239
H  -0.73  1.06  0.47  0.075
H  -1.14  -0.11  -1.71  0.358
H  -1.29  -0.77  1.67  0.254

LUMO energy   0.718 eV
HOMO energy   -9.8134 eV
Multiplicity   1
Structure (SMILES)   C[C@@H](O)C=O

#ii
DFT (ωB97M-V with the def2-TZVPD basis set) results for C3H6O2 in the gas phase.

Last column: Mulliken charge in e.
Atoms and positions in Å:
C  -1.35  -0.23  0.14  -1.234
C  0.12  0.14  0.24  1.051
O  0.33  1.25  1.04  -0.530
C  1.06  -0.18  -0.83  -0.561
O  1.11  -0.85  0.44  -0.488
H  -1.91  0.17  1.00  0.338
H  -1.45  -1.32  0.11  0.332
H  -1.77  0.19  -0.77  0.262
H  1.25  1.15  1.35  0.332
H  1.85  0.53  -1.06  0.239
H  0.76  -0.84  -1.66  0.258

LUMO energy   0.977 eV
HOMO energy   -10.0903 eV
Multiplicity   1
Structure (SMILES)   C[C@]1(O)CO1

Bottom line: #ii, by a margin of 0.589 eV.